{"formula": "C30H81N7O8", "method": "ωB97M-V/def2-TZVPD", "elements": ["C", "O", "C", "C", "N", "C", "C", "O", "C", "H", "H", "H", "H", "H", "H", "H", "H", "H", "H", "H", "H", "H", "H", "H", "C", "C", "C", "O", "C", "N", "H", "H", "H", "H", "H", "H", "H", "H", "H", "H", "H", "C", "C", "C", "O", "C", "N", "H", "H", "H", "H", "H", "H", "H", "H", "H", "H", "H", "C", "C", "C", "O", "C", "N", "H", "H", "H", "H", "H", "H", "H", "H", "H", "H", "H", "C", "C", "C", "O", "C", "N", "H", "H", "H", "H", "H", "H", "H", "H", "H", "H", "H", "C", "C", "C", "O", "C", "N", "H", "H", "H", "H", "H", "H", "H", "H", "H", "H", "H", "C", "C", "C", "O", "C", "N", "H", "H", "H", "H", "H", "H", "H", "H", "H", "H", "H"], "positions_angstrom": [[10.63839, -1.51400, 1.40325], [9.36671, -1.78547, 1.72808], [9.32825, -2.58206, 2.92248], [7.91389, -2.77061, 3.14552], [7.21768, -1.52158, 3.36917], [5.76657, -1.70588, 3.42717], [5.36719, -2.67524, 4.45282], [5.56373, -4.00909, 3.87748], [4.81950, -5.05062, 4.49907], [10.54467, -0.80402, 0.58152], [11.18072, -2.29579, 0.87149], [11.19756, -1.07947, 2.23186], [9.73419, -2.01498, 3.76017], [9.77953, -3.57258, 2.86486], [7.84088, -3.44234, 4.00082], [7.56286, -3.19778, 2.20617], [7.50988, -0.93428, 2.60119], [5.28650, -2.00456, 2.49527], [5.41671, -0.70833, 3.69283], [4.30547, -2.53933, 4.65866], [5.98317, -2.45260, 5.32407], [3.86537, -5.08321, 3.97307], [4.59490, -4.84635, 5.54593], [5.35401, -5.99720, 4.41927], [14.57702, -6.29370, 4.82525], [14.67252, -5.38156, 3.57279], [13.42416, -4.33490, 3.54271], [12.17129, -4.87913, 3.31709], [11.91410, -5.28767, 1.99514], [15.88799, -4.57297, 3.70468], [15.35992, -7.04802, 4.74661], [13.65251, -6.85720, 4.95112], [14.76145, -5.75106, 5.75241], [14.54523, -6.10411, 2.76669], [13.57311, -3.48276, 2.87956], [13.30295, -3.84381, 4.50824], [12.53211, -6.16781, 1.81760], [12.03943, -4.56129, 1.19216], [10.86478, -5.56536, 1.89557], [16.35991, -4.51648, 2.81349], [16.54178, -5.05825, 4.30232], [10.93465, -1.21194, -2.96802], [9.42057, -1.31700, -3.04287], [8.87451, -2.26503, -1.91091], [8.92599, -3.72174, -2.13513], [8.20552, -4.61139, -1.31994], [8.87964, 0.04211, -2.78585], [11.16722, -0.80923, -1.98220], [11.27119, -0.53661, -3.75464], [11.47893, -2.13881, -3.14898], [9.11962, -1.63146, -4.04219], [7.88039, -2.00699, -1.54590], [9.52108, -2.20168, -1.03568], [8.27267, -4.36857, -0.25945], [8.61955, -5.61950, -1.30039], [7.12138, -4.65112, -1.42569], [9.66557, 0.66494, -2.66544], [8.53096, 0.32024, -3.69203], [12.64110, 2.25966, -2.83550], [14.01535, 1.50146, -2.95508], [14.60295, 1.14992, -1.58181], [13.80251, 0.09634, -0.93288], [14.54093, -0.90035, -0.26194], [13.83480, 0.33790, -3.75665], [12.75307, 3.32682, -2.64387], [11.93210, 1.84283, -2.12018], [12.17343, 2.22176, -3.81935], [14.75684, 2.12758, -3.45132], [14.62634, 2.01960, -0.92515], [15.58693, 0.70139, -1.71853], [15.12582, -0.70884, 0.63769], [15.22399, -1.35883, -0.97701], [13.84342, -1.69287, 0.00914], [14.70325, -0.05313, -4.09278], [13.49872, -0.26583, -3.01999], [10.34675, -7.80632, 5.59215], [9.38749, -7.65339, 4.38223], [7.89276, -7.95123, 4.71214], [7.48137, -9.32416, 4.41175], [6.31931, -9.76327, 5.07584], [9.52588, -6.31856, 3.87650], [9.97789, -7.11179, 6.34691], [11.38838, -7.76471, 5.27374], [10.26722, -8.82569, 5.96983], [9.62859, -8.19459, 3.46731], [7.23037, -7.33976, 4.09941], [7.74096, -7.72861, 5.76831], [6.12479, -10.83193, 4.98509], [5.38070, -9.31904, 4.74450], [6.38473, -9.52130, 6.13662], [9.20123, -6.22339, 2.92485], [10.46660, -5.95122, 3.86174], [11.40851, 2.03616, 1.75716], [10.36161, 2.16938, 0.75004], [8.93741, 1.67673, 1.23883], [8.05841, 2.16998, 0.25706], [6.87251, 1.50888, 0.20069], [10.33800, 3.60997, 0.38254], [12.40097, 1.89211, 1.33011], [11.22260, 1.07913, 2.24463], [11.50521, 2.77881, 2.54915], [10.43578, 1.49141, -0.10022], [8.63547, 2.14094, 2.17768], [8.91693, 0.61719, 1.49385], [6.92273, 0.68918, -0.51602], [6.12195, 2.19042, -0.19963], [6.55459, 1.22507, 1.20392], [9.41659, 3.82135, 0.02697], [10.96532, 3.97948, -0.31749], [5.27458, -2.96340, 10.02912], [4.04059, -3.96524, 9.78240], [3.77687, -4.34862, 8.34210], [3.59602, -3.25806, 7.35862], [2.42173, -2.59578, 7.22410], [4.15219, -5.09752, 10.71454], [4.99551, -1.96251, 9.69982], [6.30951, -3.12396, 9.72710], [5.35077, -2.74590, 11.09449], [3.17317, -3.37934, 10.08637], [2.89378, -4.96613, 8.17806], [4.60505, -4.97417, 8.00907], [2.51781, -1.82985, 7.99367], [1.44638, -3.06245, 7.08620], [2.46243, -2.00672, 6.30788], [4.52703, -5.75596, 10.04666], [3.24187, -5.45419, 10.96797]], "atomic_forces_ev_per_a": [[1.76, 1.52, -2.23], [-1.17, -1.58, 1.44], [0.10, 0.90, -0.22], [-1.04, -0.65, 0.36], [0.06, -0.45, 0.35], [0.81, 1.65, -0.81], [-0.32, -1.43, -0.30], [0.10, 0.63, 1.10], [-0.24, 0.81, -0.22], [0.43, 0.72, 0.09], [0.22, -0.79, 0.62], [0.34, -0.11, -0.01], [0.55, 0.11, 0.02], [0.55, 0.17, -0.44], [-0.54, -0.12, -0.24], [-0.47, -0.83, 0.12], [-0.39, 0.35, -0.08], [0.11, -0.02, -0.46], [-0.55, -0.01, 0.06], [-0.08, -0.09, 0.33], [-0.10, -0.64, 0.45], [-0.27, -0.49, 0.02], [0.20, 0.07, 0.15], [0.01, 0.12, -0.15], [0.22, 0.16, -0.15], [-2.29, 0.85, 1.85], [1.38, -0.25, 0.56], [-1.22, -0.16, -0.28], [0.02, -0.82, -0.26], [-0.18, -0.57, -0.55], [0.18, -0.10, -0.02], [-0.23, 0.27, -0.30], [-0.07, 0.24, 0.00], [0.60, 0.51, -0.66], [0.55, -0.20, -0.60], [0.54, -0.27, 0.40], [-0.09, -0.10, -0.60], [0.63, 0.49, 0.25], [0.04, -0.18, 0.24], [0.04, 0.31, -0.36], [0.09, -0.09, 0.18], [-0.11, -0.24, -0.51], [0.00, -0.87, 1.12], [0.09, -1.59, 0.96], [0.11, 0.39, -1.70], [-0.03, 0.69, 1.58], [-0.18, -0.43, -0.62], [0.40, 0.00, 0.02], [0.11, 0.24, 0.14], [-0.18, -0.21, 0.32], [-0.19, -0.35, 0.13], [-0.23, 0.28, -0.49], [0.14, 0.81, 0.13], [0.38, 0.58, 0.42], [0.17, 0.07, -0.90], [-0.21, 0.08, -0.92], [0.16, 0.16, 0.37], [-0.53, 0.40, 0.03], [0.68, 0.01, -0.75], [-0.40, 1.47, 0.81], [-0.64, -1.22, 0.64], [0.18, 1.56, -0.20], [0.04, -1.18, -0.80], [-0.61, -0.77, -0.02], [0.24, 0.00, 0.39], [0.28, -0.21, 0.16], [-0.06, -0.17, -0.05], [-0.10, 0.47, 0.08], [0.21, 0.06, 0.08], [0.32, 0.34, -0.01], [-0.15, 1.02, 0.12], [0.30, -0.16, -0.07], [-0.19, 0.05, 0.01], [0.24, 0.02, 0.11], [-0.35, -1.26, -0.46], [-1.14, -1.34, -1.17], [0.02, -0.47, -0.82], [-0.14, -0.74, -0.35], [0.72, 0.14, 0.18], [-0.14, 0.53, 0.56], [-0.71, 2.18, 0.31], [0.68, 0.17, 0.06], [-0.04, 0.81, 0.19], [-0.29, -0.08, 0.26], [0.29, -1.61, 0.69], [0.20, 0.47, 0.09], [-0.30, -0.02, 0.20], [0.74, -0.12, -0.25], [-0.01, 0.56, -0.46], [0.05, -0.10, 0.32], [-0.33, -0.18, -0.01], [0.21, -0.25, 0.50], [1.54, -2.17, 1.32], [-1.80, 1.08, -0.51], [1.27, 2.19, 0.47], [1.36, 0.24, -0.18], [-1.61, -0.26, -0.49], [-1.48, 0.05, 0.10], [0.10, 0.24, -0.25], [0.23, -0.15, 0.42], [-0.56, 0.29, -0.37], [0.89, 0.04, -0.35], [0.19, 0.40, 0.43], [0.05, -0.36, -0.94], [-0.02, -0.54, 0.29], [-0.15, 0.15, 0.04], [-0.26, -0.44, 0.04], [-0.20, 0.09, -0.07], [0.52, -0.77, 0.00], [-1.30, 0.50, 0.36], [0.52, 2.55, 1.19], [-0.57, 0.48, -1.60], [2.81, -3.03, 0.39], [-0.45, 2.47, 0.12], [0.33, 0.06, -1.44], [-0.02, -0.03, -0.75], [-0.32, -0.77, -0.56], [-0.19, -0.66, 0.31], [-0.03, 0.22, 0.22], [-0.27, -0.24, 0.73], [0.28, 0.29, -0.47], [-1.49, 0.29, 0.41], [0.07, -0.91, 0.86], [0.46, -0.01, -0.34], [0.43, -1.23, 0.66], [-0.26, 0.00, -0.07]], "lowdin_spin": [0.0069, 0.0022, 0.0033, 0.0028, 0.0008, 0.0029, 0.0023, 0.0040, 0.0085, 0.0007, 0.0069, 0.0034, 0.0017, 0.0010, 0.0011, 0.0011, 0.0000, 0.0011, 0.0007, 0.0006, 0.0009, 0.0024, 0.0008, 0.0010, 0.0326, 0.0627, 0.0179, 0.0081, 0.0837, 0.0219, 0.0121, 0.0039, 0.0019, 0.0305, 0.0101, 0.0025, 0.0355, 0.0307, 0.0111, 0.0501, 0.0107, 0.0109, 0.0031, 0.0057, 0.0167, 0.0316, 0.0007, 0.0008, 0.0009, 0.0130, 0.0007, 0.0015, 0.0010, 0.0037, 0.0167, 0.0041, 0.0002, 0.0006, 0.0027, 0.0053, 0.0127, 0.0143, 0.0850, 0.0047, 0.0009, 0.0001, 0.0006, 0.0013, 0.0037, 0.0064, 0.0205, 0.0328, 0.0228, 0.0076, 0.0019, 0.0190, 0.0137, 0.0083, 0.0066, 0.0175, 0.0050, 0.0027, 0.0046, 0.0033, 0.0124, 0.0021, 0.0028, 0.0018, 0.0029, 0.0039, 0.0097, 0.0001, 0.0078, 0.0003, 0.0003, 0.0003, 0.0017, 0.0005, 0.0024, 0.0013, 0.0011, 0.0002, 0.0002, 0.0001, 0.0005, 0.0002, 0.0002, 0.0002, 0.0006, 0.0046, 0.0041, 0.0076, 0.0005, 0.0072, 0.0030, 0.0007, 0.0019, 0.0004, 0.0008, 0.0036, 0.0034, 0.0009, 0.0017, 0.0013, 0.0038, 0.0019], "gap_ev": [1.21, 8.53], "e_tot_ha": -2176.4551, "multiplicity": 2, "charge": -1, "molar_mass_da": 668.019, "lumo_energy_ev": [2.05, 2.00], "max_force_ev_per_a": 4.15, "s_squared": 0.751}